(1)
An isolated molecule of C7H13NO3S at a distorted geometry, computed with wB97M-V/def2-TZVPD.

Positions of all 25 atoms, in Å:
C (3.532, -0.841, 0.614)
C (2.246, -0.126, 0.823)
C (1.006, -0.729, 0.199)
C (-0.137, 0.232, 0.441)
O (-0.263, 1.015, 1.348)
C (-1.363, -0.088, -0.484)
N (-0.908, 0.010, -1.867)
S (-2.943, 0.894, -0.216)
C (-2.254, 2.557, 0.256)
C (-1.796, -1.529, 0.041)
O (-1.826, -1.837, 1.189)
O (-2.030, -2.401, -0.905)
H (3.437, -1.940, 0.991)
H (4.284, -0.326, 1.028)
H (3.794, -0.928, -0.353)
H (2.421, 0.840, 0.463)
H (2.058, -0.089, 1.916)
H (1.076, -0.964, -0.890)
H (0.761, -1.564, 0.809)
H (-0.402, 0.916, -1.877)
H (-1.698, -0.108, -2.502)
H (-3.130, 3.286, -0.092)
H (-1.440, 2.992, -0.444)
H (-2.104, 2.785, 1.275)
H (-2.320, -2.058, -1.763)

## Properties
Charge: 0
Kohn-Sham gap (eV): 9.3
Lowest unoccupied orbital energy (eV): 0.25

(2)
A cluster of 2 separate species, C7H13NO3S in total at a distorted geometry, computed with wB97M-V/def2-TZVPD.

Positions of all 25 atoms, in Å:
C (0.270, -2.365, -0.242)
C (1.372, 1.869, 0.546)
C (0.478, 1.625, 1.823)
C (1.311, 0.557, -0.143)
C (-0.908, 1.382, 1.259)
C (-0.070, 0.246, -0.586)
C (-0.462, -1.969, -1.393)
N (-1.810, -2.117, -1.520)
O (-0.417, -2.449, 0.998)
O (1.473, -2.586, -0.264)
O (-0.980, 0.101, 0.426)
S (-0.749, 1.106, -2.012)
H (1.009, 2.746, -0.049)
H (2.377, 1.909, 0.794)
H (0.836, 0.873, 2.558)
H (0.482, 2.568, 2.457)
H (2.086, 0.372, -0.917)
H (1.447, -0.307, 0.626)
H (-1.459, 1.103, 2.146)
H (-1.125, 2.246, 0.685)
H (0.054, -1.744, -2.244)
H (-1.028, -1.691, 1.006)
H (-2.174, -1.973, -2.372)
H (-2.431, -2.531, -0.909)
H (0.418, 1.029, -2.673)

## Properties
Charge: 0
Kohn-Sham gap (alpha / beta) (eV): 7.6 / 7.6
Lowest unoccupied orbital energy (alpha / beta) (eV): 0.49 / 0.47

(3)
An isolated molecule of C7H13NO4S at a distorted geometry, computed with wB97M-V/def2-TZVPD.

Positions of all 26 atoms, in Å:
C (3.189, -1.013, 2.327)
O (2.204, 0.026, 2.129)
C (1.289, -0.195, 1.136)
N (1.315, -1.375, 0.611)
S (0.121, -1.682, -0.604)
O (-0.423, -3.025, -0.434)
O (0.702, -1.573, -1.943)
C (-1.188, -0.470, -0.335)
C (-2.187, -0.605, -1.506)
C (-0.541, 0.895, -0.136)
C (-1.627, 1.890, 0.343)
C (0.149, 1.508, -1.348)
O (0.395, 0.793, 0.945)
H (2.751, -1.963, 2.616)
H (3.854, -0.758, 3.145)
H (3.837, -1.226, 1.441)
H (-1.680, -0.776, 0.589)
H (-2.587, -1.607, -1.578)
H (-3.026, 0.137, -1.439)
H (-1.686, -0.431, -2.456)
H (-2.384, 1.384, 0.968)
H (-1.180, 2.672, 0.945)
H (-2.175, 2.328, -0.485)
H (0.848, 0.834, -1.849)
H (0.645, 2.430, -1.004)
H (-0.616, 1.802, -2.078)

## Properties
Charge: 0
Kohn-Sham gap (eV): 10.8
Lowest unoccupied orbital energy (eV): 0.62

(4)
A structure of composition C7H13NOPPm at a distorted geometry, computed with wB97M-V/def2-TZVPD.

Positions of all 24 atoms, in Å:
C (-0.309, -1.679, -2.381)
C (-0.698, -0.700, -3.275)
C (-0.551, 0.721, -3.230)
C (0.162, 1.524, -2.284)
C (0.693, 1.136, -1.088)
Pm (-0.807, -0.508, -0.533)
P (0.074, -3.221, 0.234)
H (-0.225, -2.715, -2.727)
H (-1.185, -0.997, -4.213)
H (-0.874, 1.250, -4.135)
H (1.429, 1.764, -0.574)
H (0.250, 2.561, -2.658)
H (1.342, -3.395, 0.882)
H (0.151, -4.408, -0.575)
H (-0.710, -3.800, 1.274)
C (0.564, 0.971, 3.718)
C (-0.037, 1.003, 2.353)
N (-0.519, 2.190, 1.894)
O (-0.092, -0.036, 1.624)
H (0.456, 1.953, 4.182)
H (1.637, 0.749, 3.638)
H (0.053, 0.230, 4.341)
H (-0.286, 2.492, 0.934)
H (-0.518, 2.916, 2.600)

## Properties
Charge: 0
2S+1: 5
Kohn-Sham gap (alpha / beta) (eV): 5.2 / 5.2
Lowest unoccupied orbital energy (alpha / beta) (eV): -0.19 / -0.18

(5)
A structure of composition C7H13NOS2 at a distorted geometry, computed with wB97M-V/def2-TZVPD.

Positions of all 24 atoms, in Å:
C (3.050, -0.204, 2.233)
C (2.182, 0.192, 1.074)
C (0.965, -0.758, 0.905)
C (-0.119, 0.276, 1.400)
C (-1.058, -0.266, -2.052)
C (-2.129, 0.782, -1.644)
C (-3.158, 0.226, -0.743)
H (2.473, -0.588, 3.106)
H (3.789, -1.028, 1.907)
H (3.714, 0.596, 2.573)
H (2.751, 0.346, 0.120)
H (0.895, -1.112, -0.147)
H (1.046, -1.651, 1.527)
H (-0.428, 0.079, 2.442)
H (-0.934, 0.419, 0.740)
H (-3.342, -1.624, -3.490)
H (-0.117, -0.423, -1.323)
H (-0.476, 0.359, -2.836)
H (-2.461, 1.224, -2.632)
H (-0.499, 1.799, -1.433)
N (-3.926, -0.144, 0.041)
O (-1.451, 1.755, -0.881)
S (1.151, 1.615, 1.483)
S (-1.919, -1.869, -2.369)

## Properties
Charge: 0
Kohn-Sham gap (eV): 7.9
Lowest unoccupied orbital energy (eV): -0.74

(6)
An isolated molecule of C7H13NS at a distorted geometry, computed with wB97M-V/def2-TZVPD.

Positions of all 22 atoms, in Å:
C (-1.326, -2.161, -0.233)
C (-1.347, 0.355, -0.025)
C (0.935, -0.553, -0.302)
C (0.135, 0.474, 0.437)
C (1.220, -0.571, -1.783)
C (0.507, 1.899, 0.042)
C (0.473, 0.233, 1.938)
N (-1.896, -1.009, 0.087)
S (-1.980, -3.640, -0.578)
H (-1.903, 1.009, 0.591)
H (-1.267, 0.654, -1.056)
H (1.711, -1.010, 0.252)
H (1.236, -1.601, -1.979)
H (2.238, -0.234, -2.103)
H (0.508, -0.014, -2.297)
H (-0.220, 2.667, 0.380)
H (0.738, 1.925, -1.098)
H (1.424, 2.103, 0.517)
H (1.555, 0.411, 2.190)
H (0.301, -0.825, 2.210)
H (-0.219, 0.941, 2.423)
H (-2.823, -1.053, 0.386)

## Properties
Charge: 0
Kohn-Sham gap (alpha / beta) (eV): 7.3 / 8.1
Lowest unoccupied orbital energy (alpha / beta) (eV): -0.23 / 0.56

(7)
A structure of composition C7H13O at a distorted geometry, computed with wB97M-V/def2-TZVPD.

Positions of all 21 atoms, in Å:
C (-2.262, 0.259, -0.577)
O (-2.934, -0.338, 0.483)
C (-0.881, -0.370, -0.825)
C (-0.086, 0.370, 0.077)
C (1.370, 0.451, 0.141)
C (2.159, 0.021, -0.928)
C (3.324, -0.872, -0.373)
C (1.927, 1.187, 1.347)
H (-2.776, -0.072, -1.557)
H (-2.266, 1.339, -0.606)
H (-1.184, -1.388, -0.549)
H (-0.570, -0.417, -1.881)
H (-5.586, -1.399, 0.554)
H (-0.641, 0.817, 0.919)
H (-6.063, -0.936, 0.120)
H (4.092, -1.302, -0.960)
H (3.345, 0.384, -0.720)
H (2.841, -1.621, 0.256)
H (1.070, 1.353, 2.044)
H (2.503, 2.072, 1.201)
H (2.617, 0.459, 1.837)

## Properties
Charge: -1
Kohn-Sham gap (eV): 5.1
Lowest unoccupied orbital energy (eV): 2.85

(8)
The ion C7H13O with charge -1 at a distorted geometry, computed with wB97M-V/def2-TZVPD.

Positions of all 21 atoms, in Å:
C (-0.189, -1.826, 0.061)
C (-0.526, -0.636, -0.495)
C (-1.899, -0.140, -0.658)
C (-2.358, 0.854, 0.431)
C (0.694, 0.131, -1.038)
C (1.407, 0.848, 0.113)
C (2.572, -0.034, 0.854)
O (2.898, 0.718, 1.890)
H (-0.984, -2.341, 0.602)
H (0.866, -2.182, 0.017)
H (-2.123, 0.488, -1.645)
H (-2.561, -1.003, -0.760)
H (-1.382, 1.389, 0.693)
H (-3.175, 1.515, 0.207)
H (-2.706, 0.249, 1.190)
H (1.381, -0.471, -1.584)
H (0.297, 0.782, -1.742)
H (1.797, 1.745, -0.231)
H (0.613, 1.162, 0.923)
H (2.025, -1.045, 1.152)
H (3.353, -0.203, 0.019)

## Properties
Charge: -1
Kohn-Sham gap (eV): 5.5
Lowest unoccupied orbital energy (eV): 3.50

(9)
The ion C7H13O with charge -1 at a distorted geometry, computed with wB97M-V/def2-TZVPD.

Positions of all 21 atoms, in Å:
C (-0.124, 1.772, 0.766)
C (0.328, 0.716, 0.028)
C (1.856, 0.616, -0.091)
C (2.613, 0.515, 1.222)
C (-0.329, -0.341, -0.719)
C (-1.818, -0.446, -0.438)
C (-2.403, -1.816, -0.804)
O (-2.467, -2.114, -2.055)
H (0.633, 2.194, 1.470)
H (-1.122, 2.286, 0.809)
H (2.185, -0.324, -0.734)
H (1.971, 1.472, -0.753)
H (2.023, 0.802, 2.100)
H (2.796, -0.539, 1.441)
H (3.547, 1.182, 0.983)
H (-0.095, -0.165, -1.812)
H (0.090, -1.315, -0.364)
H (-2.069, -0.114, 0.586)
H (-2.314, 0.281, -1.125)
H (-1.874, -2.709, -0.325)
H (-3.428, -1.954, -0.186)

## Properties
Charge: -1
Kohn-Sham gap (eV): 5.4
Lowest unoccupied orbital energy (eV): 3.44

(10)
An isolated molecule of C7H13O at a distorted geometry, computed with wB97M-V/def2-TZVPD.

Positions of all 21 atoms, in Å:
C (1.189, 2.540, -1.145)
O (0.764, 2.701, -2.399)
C (1.244, 1.084, -0.623)
C (-0.015, 0.295, -0.950)
C (-0.090, -1.077, -0.269)
C (-1.165, -1.125, 0.803)
C (-1.195, -2.329, 1.694)
C (-0.846, -2.360, 2.969)
H (0.523, 3.081, -0.432)
H (2.128, 3.053, -0.887)
H (2.137, 0.623, -1.060)
H (1.309, 1.133, 0.470)
H (-0.173, 0.183, -2.018)
H (-0.857, 0.904, -0.655)
H (-0.321, -1.814, -1.055)
H (0.894, -1.342, 0.087)
H (-1.074, -0.224, 1.415)
H (-2.155, -1.005, 0.360)
H (-1.528, -3.221, 1.158)
H (-0.830, -3.235, 3.609)
H (-0.532, -1.426, 3.445)

## Properties
Charge: 0
2S+1: 2
Kohn-Sham gap (alpha / beta) (eV): 10.8 / 8.2
Lowest unoccupied orbital energy (alpha / beta) (eV): 1.04 / -1.51

(11)
The ion C7H13O2 with charge +1 at a distorted geometry, computed with wB97M-V/def2-TZVPD.

Positions of all 22 atoms, in Å:
C (-1.293, -0.095, -1.354)
C (-1.537, -1.639, 0.466)
C (0.890, -0.639, 0.834)
C (0.399, 0.710, 0.425)
C (-1.771, 0.341, -2.670)
C (1.409, -0.876, 2.168)
C (1.489, 1.757, 0.027)
O (-0.514, 0.710, -0.756)
O (-1.632, -1.393, -0.891)
H (-1.262, -2.631, 0.802)
H (-1.590, -0.807, 1.137)
H (1.300, -1.280, 0.039)
H (-0.265, 1.126, 1.124)
H (-1.720, 1.393, -2.607)
H (-2.723, -0.119, -2.871)
H (-1.110, 0.133, -3.531)
H (1.540, -1.908, 2.468)
H (0.733, -0.495, 2.890)
H (2.394, -0.451, 2.515)
H (2.325, 1.471, -0.644)
H (1.980, 2.130, 0.874)
H (0.959, 2.561, -0.443)

## Properties
Charge: +1
Kohn-Sham gap (alpha / beta) (eV): 7.6 / 8.2
Lowest unoccupied orbital energy (alpha / beta) (eV): -4.66 / -4.46

(12)
An isolated molecule of C7H13O3P at a distorted geometry, computed with wB97M-V/def2-TZVPD.

Positions of all 24 atoms, in Å:
C (-2.218, -0.979, -0.486)
C (-0.045, 1.228, -0.070)
C (1.074, -2.433, -0.579)
C (0.878, -1.008, 1.476)
C (0.512, 3.545, -0.104)
C (0.265, -0.027, -0.866)
C (1.191, -1.029, -0.015)
O (-0.956, 1.300, 0.705)
O (-0.858, -0.617, -1.349)
O (0.734, 2.227, -0.530)
P (-3.290, 0.206, 0.107)
H (-2.436, -2.026, -0.674)
H (1.539, -2.512, -1.510)
H (0.018, -2.527, -0.748)
H (1.441, -3.163, 0.194)
H (0.567, -1.951, 1.944)
H (1.728, -0.831, 2.222)
H (0.130, -0.235, 1.916)
H (1.140, 3.858, 0.735)
H (-0.538, 3.656, 0.083)
H (0.518, 4.265, -1.021)
H (0.703, 0.321, -1.735)
H (2.182, -0.567, -0.328)
H (-4.283, -0.701, 0.633)

## Properties
Charge: 0
2S+1: 3
Kohn-Sham gap (alpha / beta) (eV): 7.4 / 7.6
Lowest unoccupied orbital energy (alpha / beta) (eV): 0.83 / -2.09

Values for molar mass, u, ordered as above
191.3; 191.3; 207.3; 303.2; 191.3; 143.3; 113.2; 113.2; 113.2; 113.2; 129.2; 176.2